# 1
The following is a DFT calculation (wB97M-V/def2-TZVPD) of a single C6H9NO2SSi molecule at a distorted geometry.

The geometry in XYZ format:
```
20
Properties=species:S:1:pos:R:3:forces:R:3:lowdin_charge:R:1
C 0.2722 -0.3864 2.9321 1.6 1.0 2.8 -0.090
C -0.6952 0.3885 2.3470 -2.0 -0.9 1.3 -0.082
C 1.0914 -1.2779 2.2263 -1.9 3.0 -0.3 -0.063
C -1.0663 0.1347 1.0243 0.2 2.1 0.4 -0.084
C 0.9633 -1.2222 0.8820 -1.9 -0.4 -0.3 -0.085
C -0.1595 -0.5858 0.3312 0.8 -1.7 -2.2 -0.351
N 0.4267 0.2081 -2.0923 1.0 0.5 3.7 -0.239
O 0.0632 -2.3665 -1.7594 0.2 0.6 0.4 -0.489
O -1.5293 2.2644 -1.2909 -1.1 0.8 1.0 -0.428
Si -0.7730 2.0715 -2.5761 2.2 0.0 2.4 0.468
S -0.5532 -1.0691 -1.4225 -0.2 0.4 0.7 0.951
H 0.5319 -0.0930 4.0255 -0.6 -1.1 -1.8 0.138
H -1.3899 0.8781 3.0717 0.8 0.3 -1.1 0.125
H 1.8197 -1.8152 2.6765 2.1 -1.6 1.4 0.076
H -1.8178 0.7604 0.5391 -0.1 -0.6 0.0 0.104
H 1.5161 -1.8878 0.3016 1.0 -0.8 -1.2 0.089
H 0.5347 0.0175 -3.0081 0.2 -1.1 -4.3 -0.020
H 1.4080 0.1326 -1.7351 -1.1 0.4 0.2 0.114
H -1.1785 1.2472 -3.5543 -1.5 -1.6 -2.8 -0.081
H 0.5354 2.6012 -2.9186 0.2 0.8 -0.3 -0.054
```
Positions in Å, forces in eV/Å.

E_HOMO: -9.67 eV
orbital gap: 9.975 eV
charge: 0
relative energy (zero: lowest compared OMol25 entry of this formula, charge and spin): 202.93 kJ/mol
largest force on an atom: 4.42 eV/A
E_LUMO: 0.31 eV

***

# 2
The following is a DFT calculation (wB97M-V/def2-TZVPD) of 2 unconnected molecules or ions with the total composition C6H9NO3 at a distorted geometry.

The geometry in XYZ format:
```
19
Properties=species:S:1:pos:R:3:forces:R:3:lowdin_charge:R:1
C -1.8990 -1.3020 -1.1516 0.2 0.3 0.0 -0.023
C -0.7478 -0.3632 -0.7691 0.4 -0.6 1.0 -0.375
O 0.0666 -0.0667 -1.8605 0.5 -0.1 -0.4 -0.025
C 0.1078 -1.0980 0.3351 -1.5 -0.2 -1.3 -0.550
O 0.9964 -1.8396 0.0011 0.2 0.1 0.2 0.084
O -0.4388 -1.1448 1.5612 0.2 -0.1 0.3 0.112
H -2.5212 -0.8249 -1.9043 0.0 0.0 -0.1 0.082
H -1.4978 -2.2254 -1.5603 0.1 -0.1 0.0 0.091
H -2.5092 -1.5400 -0.2852 -0.1 0.0 0.1 0.080
H -1.1346 0.5831 -0.3736 0.0 -0.1 0.0 0.133
H 0.8290 -0.6767 -1.8368 -0.5 0.1 0.1 0.096
H -1.0912 -0.4432 1.6903 0.1 0.0 -0.2 0.113
C -0.0372 2.6113 1.8058 0.6 -0.5 -0.4 0.143
C 0.7180 1.8355 1.2724 -0.8 1.0 0.6 -0.220
N 1.3238 0.8172 0.6997 1.0 -0.3 -0.6 -0.011
C 2.4699 0.8102 0.1576 0.0 0.0 0.8 0.072
H -0.6218 3.3562 2.2584 -0.3 0.4 0.2 0.017
H 2.8238 -0.1370 -0.2227 -0.1 -0.2 -0.3 0.084
H 3.1632 1.6481 0.1826 -0.1 0.2 -0.1 0.097
```
Positions in Å, forces in eV/Å.

E_HOMO: -9.62 eV
orbital gap: 9.533 eV
charge: 0
relative energy (zero: lowest compared OMol25 entry of this formula, charge and spin): 295.00 kJ/mol
structure (SMILES): C[C@H](O)C(=O)O.C#CN=C
largest force on an atom: 1.97 eV/A
E_LUMO: -0.08 eV

***

# 3
The following is a DFT calculation (wB97M-V/def2-TZVPD) of a single C6H9NO3S molecule at a distorted geometry.

The geometry in XYZ format:
```
20
Properties=species:S:1:pos:R:3:forces:R:3:lowdin_charge:R:1
C 2.3431 -2.0393 -0.9077 1.2 -0.4 -2.0 0.040
C 2.3442 -1.0913 -0.0184 0.4 0.9 3.8 -0.275
O 3.1502 -0.1283 0.5399 1.2 0.1 -1.1 0.072
C 1.9834 -0.3513 1.2833 -1.5 -1.1 -4.6 -0.259
N 0.9140 0.5646 1.2070 -0.1 2.7 -0.3 -0.081
S 0.1337 1.0042 -0.2358 -0.9 -2.5 -0.8 0.676
O 0.5237 0.1180 -1.3037 -1.0 0.2 0.5 -0.290
O 0.3642 2.3878 -0.4688 -0.4 0.9 0.7 -0.273
C -1.6002 0.6752 0.3603 0.7 0.4 -2.5 -0.342
C -2.7152 1.1138 -0.5515 2.4 -2.5 -1.3 -0.091
C -2.5160 -0.4110 -0.1411 -0.4 0.6 0.1 -0.085
H 3.1888 -2.1404 -1.6777 -1.4 0.2 1.4 0.103
H 1.4061 -2.5458 -1.1123 0.3 -0.2 0.2 0.063
H 2.1015 -0.6812 2.2475 0.5 -1.2 2.0 0.123
H 1.2151 1.5249 1.4545 0.0 -0.7 0.7 0.121
H -1.5587 0.9500 1.3442 -0.3 0.6 2.4 0.075
H -2.3534 1.4106 -1.5671 -0.6 -0.4 0.9 0.121
H -3.5560 1.6022 -0.1897 -1.2 0.9 0.7 0.071
H -3.2791 -0.8330 0.6057 1.4 0.7 -1.2 0.126
H -2.0894 -1.1297 -0.8686 -0.5 0.7 0.4 0.104
```
Positions in Å, forces in eV/Å.

E_HOMO: -9.23 eV
orbital gap: 9.882 eV
charge: 0
relative energy (zero: lowest compared OMol25 entry of this formula, charge and spin): 479.19 kJ/mol
structure (SMILES): C=C1O[C@H]1NS(=O)(=O)C1CC1
largest force on an atom: 4.97 eV/A
E_LUMO: 0.66 eV

***

# 4
The following is a DFT calculation (wB97M-V/def2-TZVPD) of a molecular structure, C6H9NO4S at a distorted geometry.

The geometry in XYZ format:
```
21
Properties=species:S:1:pos:R:3:forces:R:3:lowdin_charge:R:1
C -1.3964 2.6115 0.8726 1.6 -0.3 1.2 -0.247
C 0.1438 -2.3375 -0.9686 0.8 -1.1 -0.7 -0.244
C 1.0822 -0.2114 -1.1970 -1.7 1.7 1.5 -0.073
C -0.3899 -2.2198 0.4312 0.6 2.2 -1.1 -0.352
C -0.0909 0.5788 0.1770 3.1 -1.6 -2.3 -0.590
C -0.5316 1.9618 -0.2075 -3.0 -2.2 0.0 -0.141
N 0.8949 0.6748 1.2814 -0.5 -0.8 1.3 -0.438
O 1.8017 1.4474 1.1722 1.2 1.2 -0.4 0.082
O -2.2443 3.4355 0.6968 0.1 -0.4 0.1 0.083
O 0.7343 -0.0497 2.2449 0.3 -0.1 0.1 0.035
O 1.3078 -1.5226 -1.0459 0.6 -1.5 0.6 -0.131
S -1.2843 -0.5982 0.5372 -1.2 -0.9 0.5 1.011
H -0.9798 2.2821 1.9294 -1.2 0.7 -1.2 0.159
H 0.3599 -3.4159 -1.2393 0.4 1.2 0.4 0.146
H -0.4194 -1.9504 -1.8139 -1.3 -0.2 0.4 0.118
H 0.5910 0.0850 -2.1349 -0.1 0.0 0.2 0.123
H 2.0449 0.1995 -1.0078 0.4 1.2 -0.1 0.107
H -1.2133 -2.7961 0.5570 -2.5 -2.2 0.2 0.026
H 0.3064 -2.5219 1.2141 0.2 0.7 -0.1 0.108
H 0.3257 2.4809 -0.3453 2.6 2.1 -0.4 0.089
H -1.0428 1.8665 -1.1536 -0.4 0.3 -0.3 0.129
```
Positions in Å, forces in eV/Å.

E_HOMO: -8.93 eV
orbital gap: 9.087 eV
charge: 0
relative energy (zero: lowest compared OMol25 entry of this formula, charge and spin): 344.64 kJ/mol
largest force on an atom: 4.13 eV/A
E_LUMO: 0.16 eV